{"formula": "C40H33BrIrN3O5PS2", "method": "the ωB97M-V functional and the def2-TZVPD basis", "species": ["Ir", "Br", "C", "C", "C", "C", "C", "C", "C", "C", "C", "C", "H", "H", "H", "H", "H", "H", "O", "C", "C", "C", "C", "C", "C", "C", "P", "C", "C", "C", "C", "C", "C", "C", "C", "C", "C", "C", "C", "H", "H", "H", "H", "H", "H", "H", "H", "H", "H", "H", "H", "H", "H", "O", "S", "N", "S", "C", "N", "C", "C", "C", "N", "H", "H", "H", "H", "H", "H", "H", "H", "O", "C", "C", "C", "C", "C", "C", "C", "O", "O", "H", "H", "H", "H", "H"], "xyz": [[-0.31129, -0.08320, 0.66360], [-1.39479, 1.75775, 2.60922], [0.33323, 1.99113, 3.36406], [0.43385, 2.92660, 4.35077], [1.68104, 3.16928, 4.95950], [2.77468, 2.46568, 4.55427], [2.67580, 1.47718, 3.54528], [3.82200, 0.72827, 3.17985], [3.71307, -0.30033, 2.29711], [2.46562, -0.58806, 1.70482], [1.33548, 0.17238, 1.91654], [1.42860, 1.20590, 2.91251], [-0.44346, 3.47923, 4.65968], [1.75641, 3.91029, 5.74462], [3.74277, 2.64013, 5.01048], [4.77364, 0.97721, 3.63505], [4.58052, -0.89732, 2.03960], [2.41684, -1.44676, 1.04703], [-1.31075, -1.81292, 2.68934], [-0.59926, -1.82100, 1.73664], [0.05557, -3.06739, 1.22664], [-0.01327, -4.19899, 2.03168], [0.56186, -5.38878, 1.62183], [1.21084, -5.45063, 0.39617], [1.27202, -4.32840, -0.41437], [0.69037, -3.12739, -0.01068], [0.69840, -1.62221, -1.04930], [2.06881, -1.99168, -2.22635], [1.85982, -2.50687, -3.50350], [2.94165, -2.82929, -4.31566], [4.23833, -2.64391, -3.85923], [4.45404, -2.11285, -2.59365], [3.37645, -1.77698, -1.78983], [-0.71236, -1.84114, -2.19037], [-0.93128, -0.75386, -3.21945], [-1.88155, -1.14535, -4.30259], [-2.58606, -2.30046, -4.27111], [-2.45165, -3.19948, -3.19614], [-1.49697, -2.95467, -2.18719], [-0.52240, -4.11595, 2.98370], [0.50826, -6.26510, 2.25494], [1.66976, -6.37531, 0.06893], [1.76776, -4.38721, -1.37517], [0.85402, -2.68419, -3.86399], [2.76585, -3.23688, -5.30359], [5.07873, -2.91364, -4.48675], [5.46387, -1.95473, -2.23543], [3.55031, -1.33394, -0.81651], [0.02410, -0.46789, -3.66689], [-2.00275, -0.44386, -5.11866], [-3.28420, -2.52248, -5.06877], [-3.04154, -4.10565, -3.17089], [-1.34844, -3.70503, -1.41922], [-4.32352, 0.51267, 1.22378], [-3.61504, -0.71849, 0.74223], [-2.15824, -0.25205, 0.12974], [2.23395, 1.42398, -1.49106], [2.30734, 2.71923, -2.57274], [2.96311, 2.60029, -3.74518], [3.08043, 3.65372, -4.74546], [3.00289, 5.00266, -4.05602], [1.72985, 5.03826, -3.23050], [1.73895, 3.90578, -2.31520], [3.42421, 1.71777, -3.88406], [2.27545, 3.56875, -5.48188], [4.02570, 3.53129, -5.27210], [3.01196, 5.81015, -4.78643], [3.86352, 5.12003, -3.39436], [0.85308, 4.99683, -3.88403], [1.66410, 5.95333, -2.64454], [1.17849, 3.94592, -1.48316], [-4.99866, 2.40692, -2.45274], [-3.90627, 2.92193, -1.87351], [-4.01430, 4.20163, -1.32491], [-2.94125, 4.77559, -0.67896], [-1.72824, 4.09448, -0.56900], [-1.60645, 2.84546, -1.14083], [-2.67415, 2.24483, -1.80483], [-2.53963, 0.91539, -2.44093], [-3.49623, 0.26426, -2.81753], [-1.27402, 0.51928, -2.56247], [-4.78612, 1.47982, -2.69416], [-4.96746, 4.70821, -1.40235], [-3.04999, 5.75797, -0.23565], [-0.90317, 4.53472, -0.02188], [-0.67202, 2.29796, -1.07459]], "mulliken_charge": [1.6280, -0.1326, 0.6287, -0.8122, -0.6563, -0.9102, 1.2325, -0.9572, -1.3020, 0.5759, -0.3310, 0.1915, 0.4391, 0.3835, 0.3668, 0.3427, 0.4698, 0.3698, -0.5790, -0.7053, 0.8456, -0.8548, -0.7039, -0.7920, -0.8187, 0.3129, 1.6671, 0.4763, -0.2921, -0.7631, -0.7387, -0.6989, -0.1399, -0.3921, 0.2162, -1.0086, -0.4389, -0.9780, -0.1470, 0.5441, 0.3988, 0.4474, 0.4653, 0.3146, 0.4457, 0.3857, 0.4555, 0.0843, 0.2611, 0.4945, 0.4199, 0.4369, 0.4402, -0.4962, 0.2833, -0.6599, 0.0183, -0.2008, -0.0848, -0.6415, -0.6855, -0.5755, 0.0119, 0.2043, 0.2760, 0.3808, 0.3564, 0.3129, 0.2675, 0.4087, 0.1008, -0.6989, 0.3422, -0.7738, -0.6041, -0.8971, 0.8782, -0.0848, 1.1034, -0.7781, 0.3044, 0.4006, 0.4517, 0.3992, 0.4687, -0.3767], "s2": 8.829, "total_energy_ha": -5900.48297, "total_charge": 0, "homo_lumo_gap_ev": [6.61, 6.46], "multiplicity": 6}

{"formula": "C40H33ClMnN5O4P", "method": "the ωB97M-V functional and the def2-TZVPD basis", "species": ["Mn", "O", "C", "N", "C", "C", "C", "C", "C", "C", "N", "C", "C", "C", "C", "C", "N", "H", "H", "H", "H", "H", "H", "H", "H", "H", "H", "O", "N", "C", "C", "C", "C", "C", "C", "C", "P", "C", "C", "C", "C", "C", "C", "C", "C", "C", "C", "C", "C", "H", "H", "H", "H", "H", "H", "H", "H", "H", "H", "H", "H", "H", "H", "H", "H", "Cl", "C", "C", "C", "C", "C", "C", "C", "O", "O", "H", "H", "H", "H", "C", "C", "N", "H", "H", "H"], "xyz": [[-0.00283, -0.43300, 0.28625], [3.02111, -1.81037, -2.13153], [2.26552, -1.35692, -1.26543], [0.93992, -1.43298, -1.19722], [0.35276, -2.32804, -2.16169], [-0.94355, -2.88785, -1.64403], [-1.60238, -3.93840, -2.28800], [-2.74355, -4.46163, -1.71944], [-3.20428, -3.92511, -0.51962], [-2.50323, -2.87192, 0.03075], [-1.40622, -2.35479, -0.52321], [2.83357, -0.69524, -0.03885], [4.20003, -0.55145, 0.14489], [4.66161, -0.08531, 1.35941], [3.74266, 0.18358, 2.36514], [2.39696, 0.02542, 2.09844], [1.94049, -0.36551, 0.90460], [1.03812, -3.16083, -2.35939], [0.19222, -1.85546, -3.14373], [-1.19432, -4.34201, -3.20558], [-3.26381, -5.28644, -2.18927], [-4.07638, -4.32305, -0.01913], [-2.81455, -2.41599, 0.96564], [4.84860, -0.83854, -0.67109], [5.72175, 0.03940, 1.53799], [4.05863, 0.50240, 3.34835], [1.64959, 0.18993, 2.86161], [-1.30551, 0.55238, 2.83770], [-0.51637, 1.09389, 1.84362], [0.02716, 2.18006, 2.22443], [0.85851, 3.08944, 1.43075], [1.35518, 4.17861, 2.15931], [2.09377, 5.17850, 1.55627], [2.31763, 5.12443, 0.18865], [1.82414, 4.05926, -0.54607], [1.12597, 3.01160, 0.05026], [0.42381, 1.68722, -1.01767], [1.62784, 1.46724, -2.35989], [2.98509, 1.75052, -2.25597], [3.86042, 1.37842, -3.26687], [3.39407, 0.71112, -4.38515], [2.04461, 0.40326, -4.48789], [1.17312, 0.76909, -3.48019], [-0.90641, 2.72716, -1.74079], [-0.93717, 3.16852, -3.05899], [-1.97187, 3.98225, -3.50414], [-2.97704, 4.37452, -2.63581], [-2.94187, 3.95375, -1.31211], [-1.91828, 3.13451, -0.87085], [-1.20310, -0.41691, 2.63469], [-0.16272, 2.49554, 3.24876], [1.14445, 4.23788, 3.21959], [2.47037, 6.00358, 2.14567], [2.86399, 5.91265, -0.31205], [1.97907, 4.04714, -1.61664], [3.38094, 2.23811, -1.37559], [4.91565, 1.59494, -3.16168], [4.08069, 0.40611, -5.16294], [1.67450, -0.14751, -5.34274], [0.12878, 0.48558, -3.55396], [-0.15053, 2.89229, -3.74716], [-1.98063, 4.31439, -4.53429], [-3.77908, 5.01330, -2.98217], [-3.71221, 4.27023, -0.61983], [-1.90473, 2.81117, 0.16228], [-2.69520, -5.61882, 6.72098], [-1.92200, -4.79721, 5.39630], [-1.83891, -3.41517, 5.41385], [-1.23538, -2.76654, 4.34820], [-0.70684, -3.48848, 3.28419], [-0.78327, -4.87637, 3.30227], [-1.39956, -5.53955, 4.35026], [-0.04364, -2.83004, 2.09497], [0.71214, -3.47473, 1.38696], [-0.36295, -1.58999, 1.90300], [-2.24004, -2.86003, 6.25018], [-1.16229, -1.68748, 4.36207], [-0.34664, -5.42655, 2.47975], [-1.47161, -6.61801, 4.36419], [-4.82072, 0.29335, -0.53403], [-3.38537, 0.23444, -0.35363], [-2.24873, 0.18907, -0.22652], [-5.20025, -0.71236, -0.71221], [-5.05437, 0.92684, -1.38841], [-5.28507, 0.70351, 0.36126]], "mulliken_charge": [1.1915, -0.8260, 0.0254, 1.0253, -1.2529, 0.2948, -1.0135, -0.4254, -1.3387, -0.5208, 0.3904, -0.0517, -0.7109, -0.6867, -1.0399, -0.4473, 1.1840, 0.5632, 0.3457, 0.5223, 0.4035, 0.4969, 0.7449, 0.6509, 0.4492, 0.4733, 0.5168, -0.8153, 0.8419, -1.5176, 0.9303, -0.8942, -0.8430, -0.9424, -0.5800, 0.7944, 2.0158, 0.5731, -0.7326, -0.9085, -0.7676, -0.9358, -1.2139, 0.9944, -0.6790, -0.6755, -0.6484, -0.8699, -0.5006, 0.2711, 0.3556, 0.4395, 0.4193, 0.4503, 0.6069, 0.5035, 0.4163, 0.3960, 0.4064, 0.8231, 0.3863, 0.4453, 0.3933, 0.4861, 0.3917, -0.2302, 0.4585, -0.9868, -0.0573, 0.1468, -0.4004, -0.7365, -0.3514, -0.6712, 0.2917, 0.4182, 0.3421, 0.4911, 0.4143, -1.6131, 0.7278, -0.0396, 0.3869, 0.3246, 0.3037], "s2": 0.812, "total_energy_ha": -4071.38996, "total_charge": 0, "homo_lumo_gap_ev": [7.01, 6.65], "multiplicity": 2}